No. 1
Molecular formula: C2H2F2O
Method: DFT, wB97M-V/def2-TZVPD

The value obtained for the strongest force on any atom is 3.96 eV/A. The calculation puts the energy above the lowest of the compared OMol25 structures with the same formula, charge and spin at 1.198 eV. The calculation puts the HOMO-LUMO gap (spin up / spin down) at 6.7 / 10.4 eV. Its calculated total energy is -9582.2368 eV.

Structure (ORCA input):
```
! wB97M-V def2-TZVPD RIJCOSX def2/J DEFGRID3
* xyz 0 3
C -1.13158 -0.49944 -0.20494
C 1.50780 0.73556 -0.30362
O 0.07377 -0.19004 -0.12208
F -2.09630 0.40533 -0.05106
F 2.41624 -0.17723 -0.01309
H -1.50012 -1.48904 -0.45321
H 1.44693 1.46909 0.50698
*
```

No. 2
Molecular formula: C16H43N4O3P2S
Method: DFT, wB97M-V/def2-TZVPD

The value obtained for the strongest force on any atom is 3.87 eV/A. The calculation puts the HOMO-LUMO gap at 6.2 eV. Its calculated total energy is -58802.0540 eV.

Structure (ORCA input):
```
! wB97M-V def2-TZVPD RIJCOSX def2/J DEFGRID3
* xyz -1 1
C 3.14685 0.22444 2.24155
C 3.83952 -0.84221 1.17399
C 2.74872 -1.14169 -0.05694
C 1.28386 -1.64160 0.48138
P -0.15840 -0.43355 0.15463
N -1.51210 0.65745 -0.24642
C -1.76530 1.70159 0.81806
C -0.74853 2.98742 0.78970
C 0.07901 3.16199 -0.62327
P -1.31811 -1.54048 1.65840
S -1.30131 -3.47131 1.42332
H 2.24077 -0.22555 2.83148
H 3.96010 0.57385 3.00868
H 2.85318 1.16955 1.59832
H 4.24388 -1.81864 1.67627
H 4.76770 -0.26402 0.70388
H 3.25672 -1.93295 -0.79193
H 2.71980 -0.12862 -0.67833
H 1.06668 -2.68783 -0.04621
H 1.33933 -1.85233 1.65492
H -0.69691 -1.35750 -0.85334
H 0.58013 0.18590 -0.94658
H 0.40917 0.47143 1.13615
H -2.38675 0.15045 -0.50604
H -1.79071 1.29897 1.91645
H -2.85580 2.13704 0.60200
H -1.36292 3.96259 1.09775
H 0.03525 2.83314 1.67280
H 0.47717 4.26765 -0.74560
H -0.60516 2.92005 -1.56936
H 1.01174 2.42033 -0.56293
H -2.64342 -0.94579 1.69001
H -0.70299 -1.27318 2.96394
C 4.66831 5.06929 0.06413
C 4.43722 3.58351 0.08293
O 3.47866 3.06419 -0.48448
N 5.33352 2.80675 0.75806
C 6.50992 3.23546 1.47837
H 3.87577 5.55688 -0.50983
H 4.64869 5.46256 1.08413
H 5.62714 5.29154 -0.41197
H 5.11642 1.81732 0.72915
H 7.37873 2.74355 1.03240
H 6.40700 2.91354 2.51825
H 6.64908 4.31511 1.44588
C -6.42865 -2.63237 3.34551
C -7.09681 -3.05785 2.06729
O -8.27267 -2.79433 1.82564
N -6.35420 -3.75818 1.16144
C -4.97009 -4.15666 1.27098
H -7.14158 -2.08494 3.96788
H -6.08976 -3.51183 3.89970
H -5.58522 -1.97289 3.12379
H -6.86704 -4.01174 0.32499
H -4.42354 -3.71860 0.43129
H -4.92455 -5.24696 1.20201
H -4.51545 -3.83395 2.20651
C -0.30892 -2.41011 -5.39694
C -0.53569 -1.93804 -3.98732
O -0.13750 -2.57339 -3.01353
N -1.20769 -0.76385 -3.80787
C -1.74595 0.11175 -4.82282
H 0.23781 -3.35680 -5.38361
H -1.26877 -2.57203 -5.89484
H 0.28597 -1.67470 -5.94532
H -1.32423 -0.50712 -2.83449
H -1.27877 1.09352 -4.70633
H -2.82283 0.20230 -4.65633
H -1.56550 -0.25750 -5.83136
*
```

No. 3
Molecular formula: C16H29N3O2S
Method: DFT, wB97M-V/def2-TZVPD

As for the SMILES: C=CCn1c([C@H](CCCC)C[C@H](O)COCCC)n[nH]c1=S. The value obtained for the strongest force on any atom is 1.00 eV/A. The calculation puts the energy above the lowest of the compared OMol25 structures with the same formula, charge and spin at 0.122 eV. The calculation puts the HOMO-LUMO gap at 8.3 eV. Its calculated total energy is -36462.8166 eV.

Structure (ORCA input):
```
! wB97M-V def2-TZVPD RIJCOSX def2/J DEFGRID3
* xyz 0 1
C -4.39711 0.64240 -0.66153
C -3.57317 0.98844 -1.63224
C -2.27508 1.72221 -1.46243
N -1.89805 1.91231 -0.08907
C -1.40473 0.99615 0.80199
N -1.21008 1.53495 1.96424
N -1.58833 2.82952 1.83545
C -2.02283 3.10686 0.58114
S -2.55962 4.53785 -0.01309
H -1.52616 3.47257 2.60615
C -1.10288 -0.42498 0.46795
C 0.41883 -0.59966 0.35520
H 0.89348 -0.30176 1.28925
C 1.01140 0.24715 -0.77509
C 2.54040 0.11851 -0.80560
O 3.04769 0.63738 0.39719
C 4.43706 0.46843 0.58029
C 5.30215 1.36273 -0.31172
C 6.76583 1.29888 0.10402
H 7.37061 1.92923 -0.54286
H 6.88743 1.64047 1.12926
H 7.13819 0.27885 0.03628
H 5.20775 1.05008 -1.35362
H 4.93560 2.38764 -0.23142
H 4.60742 0.72555 1.62920
H 4.71096 -0.58753 0.42901
H 2.82766 -0.94235 -0.91588
H 2.92134 0.67012 -1.67683
O 0.45370 -0.08343 -2.02907
H 0.67611 -1.00031 -2.23163
H 0.77009 1.30246 -0.61683
H 0.64848 -1.64935 0.16114
H -1.55881 -0.65016 -0.49914
C -1.71461 -1.32865 1.54830
C -1.57133 -2.83015 1.29380
C -2.14158 -3.31812 -0.03961
C -3.63122 -3.03639 -0.19444
H -4.18359 -3.43919 0.65165
H -4.00957 -3.50109 -1.10220
H -3.82313 -1.96828 -0.25794
H -1.59939 -2.86101 -0.86965
H -1.97713 -4.39684 -0.10194
H -0.51874 -3.11369 1.35250
H -2.08800 -3.35192 2.10272
H -2.77422 -1.08421 1.63578
H -1.24398 -1.08207 2.50100
H -2.37755 2.72672 -1.89400
H -1.47265 1.19964 -1.99402
H -3.80967 0.76530 -2.66337
H -5.32465 0.13505 -0.86231
H -4.19432 0.86369 0.37400
*
```

No. 4
Molecular formula: C5H7NO
Method: DFT, wB97M-V/def2-TZVPD

The value obtained for the strongest force on any atom is 0.58 eV/A. The calculation puts the energy above the lowest of the compared OMol25 structures with the same formula, charge and spin at 4.568 eV. The calculation puts the HOMO-LUMO gap at 9.1 eV. Its calculated total energy is -8831.6347 eV.

Structure (ORCA input):
```
! wB97M-V def2-TZVPD RIJCOSX def2/J DEFGRID3
* xyz 0 1
O 1.38031 0.83717 -1.27756
C 0.77672 0.83642 -0.11999
C 1.27356 -0.16136 0.78194
C 0.58296 -1.17846 -0.25438
C -0.75166 -1.05010 -0.25373
C -1.35658 0.18476 0.44905
N -0.49912 1.32179 0.01537
H 0.82487 -0.21472 1.77469
H 2.35380 -0.27186 0.79077
H 1.33080 -0.33623 -1.35820
H -1.39454 -1.65016 -0.89378
H -1.32127 0.10380 1.54149
H -2.39270 0.39799 0.17454
H -0.79855 1.66504 -0.89220
*
```

No. 5
Molecular formula: C7H12N2
Method: DFT, wB97M-V/def2-TZVPD

As for the SMILES: [H]/N=C(\C)C(=C)/C(CC)=N/[H]. The value obtained for the strongest force on any atom is 6.76 eV/A. The calculation puts the energy above the lowest of the compared OMol25 structures with the same formula, charge and spin at 3.623 eV. The calculation puts the HOMO-LUMO gap at 8.3 eV. Its calculated total energy is -10429.8543 eV.

Structure (ORCA input):
```
! wB97M-V def2-TZVPD RIJCOSX def2/J DEFGRID3
* xyz 0 1
C 1.25113 -0.97164 -0.66354
C -1.78073 1.68883 -0.07700
C 1.78236 0.40282 -1.00235
C 0.05856 -1.63578 0.56322
C -0.28007 -0.23098 0.71321
C -1.36241 0.24677 -0.19817
C 0.11895 0.47379 1.81937
N 0.23123 -2.65811 1.20167
N -1.78808 -0.56676 -1.07412
H 0.98217 -3.31348 0.99012
H -2.51732 -0.17017 -1.66515
H 2.08749 -1.60941 -0.37099
H 0.72526 -1.39952 -1.51863
H -2.47611 1.94770 -0.87458
H -0.91342 2.34598 -0.12879
H -2.27092 1.85944 0.88183
H -0.44431 1.32426 2.16540
H 0.80142 0.03338 2.52944
H 2.18498 0.88742 -0.10811
H 2.59945 0.31871 -1.72313
H 1.01036 1.02676 -1.45970
*
```

No. 6
Molecular formula: CH5FOP2
Method: DFT, wB97M-V/def2-TZVPD

As for the SMILES: CP(F)#[PH]O. The value obtained for the strongest force on any atom is 4.41 eV/A. The calculation puts the energy above the lowest of the compared OMol25 structures with the same formula, charge and spin at 0.623 eV. The calculation puts the HOMO-LUMO gap at 9.0 eV. Its calculated total energy is -24460.0339 eV.

Structure (ORCA input):
```
! wB97M-V def2-TZVPD RIJCOSX def2/J DEFGRID3
* xyz 0 1
C -0.45286 -0.32338 -1.46081
O -0.30621 1.10548 2.32584
F 2.10267 -0.37516 -0.66028
P 0.03215 -0.28437 1.51520
P 0.63492 0.74222 -0.35575
H -0.47229 0.19928 -2.51581
H -1.50845 -0.36208 -1.23873
H -0.20885 -1.39078 -1.70096
H -1.32869 1.16125 2.25395
H 1.50762 -0.47246 1.83735
*
```

No. 7
Molecular formula: C8H7ClNOPS
Method: DFT, wB97M-V/def2-TZVPD

As for the SMILES: C=Nc1cc(C(=O)Cl)sc1[PH]#CC. The value obtained for the strongest force on any atom is 6.16 eV/A. The calculation puts the energy above the lowest of the compared OMol25 structures with the same formula, charge and spin at 0.000 eV. The calculation puts the HOMO-LUMO gap (spin up / spin down) at 7.3 / 7.3 eV. Its calculated total energy is -44588.2404 eV.

Structure (ORCA input):
```
! wB97M-V def2-TZVPD RIJCOSX def2/J DEFGRID3
* xyz 0 1
C 1.44081 1.25663 0.11197
C 0.11258 1.12144 -0.27777
C 1.90203 0.00481 0.49170
C -0.36169 -0.17764 -0.29828
C -0.38092 3.11345 -1.41686
C -2.92870 -1.69390 0.43041
C 3.25510 -0.42495 0.75772
C -2.12135 -2.92757 0.71057
N -0.76878 2.11655 -0.68630
O 3.57289 -1.55353 0.89350
P -2.16381 -0.49610 -0.47706
S 0.83800 -1.30171 0.27267
Cl 4.50030 0.85905 0.59776
H 1.89306 2.23207 0.29963
H -1.06729 3.69224 -1.85650
H 0.62155 3.00528 -1.85460
H -2.03290 -3.55235 -0.14777
H -1.11916 -2.41149 0.96558
H -2.48470 -3.57259 1.64752
H -2.70701 0.71030 -0.16389
*
```

No. 8
Molecular formula: C3H3CsO
Method: DFT, wB97M-V/def2-TZVPD

The value obtained for the strongest force on any atom is 2.63 eV/A. The calculation puts the energy above the lowest of the compared OMol25 structures with the same formula, charge and spin at 0.352 eV. The calculation puts the HOMO-LUMO gap (spin up / spin down) at 7.1 / 8.3 eV. Its calculated total energy is -5745.7294 eV.

Structure (ORCA input):
```
! wB97M-V def2-TZVPD RIJCOSX def2/J DEFGRID3
* xyz 1 2
H 4.94912 -0.45871 0.83588
O 1.66446 0.02054 0.19709
C 4.18951 -0.45720 0.05100
C 3.34291 -1.52221 -0.09411
C 1.96268 -1.07462 -0.25388
H 4.26086 0.30668 -0.72672
H 3.52920 -2.50584 0.33490
Cs -2.90154 0.85750 0.59449
*
```

No. 9
Molecular formula: C3H7NO2S
Method: DFT, wB97M-V/def2-TZVPD

The value obtained for the strongest force on any atom is 6.08 eV/A. The calculation puts the energy above the lowest of the compared OMol25 structures with the same formula, charge and spin at 8.078 eV. The calculation puts the HOMO-LUMO gap at 8.4 eV. Its calculated total energy is -19637.5261 eV.

Structure (ORCA input):
```
! wB97M-V def2-TZVPD RIJCOSX def2/J DEFGRID3
* xyz 0 1
C -1.93014 -1.29440 0.25079
C -0.04679 0.06522 -0.25625
C 0.34799 1.47487 -0.59893
H -2.15741 -1.96914 -0.73537
H -0.77332 -1.51443 1.09947
H -3.00746 -1.07608 1.01863
H -0.54951 2.13770 -0.49112
H 0.63801 1.78842 -1.58951
H 1.19919 0.85879 1.56497
H 3.21648 -0.05886 -0.21039
N 0.71100 -1.00697 -0.21479
O -1.34364 -0.05407 -0.30017
O 1.25778 1.84978 0.56091
S 2.43781 -1.20083 -0.09825
*
```

No. 10
Molecular formula: C6H8O2
Method: DFT, wB97M-V/def2-TZVPD

The value obtained for the strongest force on any atom is 3.58 eV/A. The calculation puts the energy above the lowest of the compared OMol25 structures with the same formula, charge and spin at 3.974 eV. The calculation puts the HOMO-LUMO gap at 9.9 eV. Its calculated total energy is -10442.7525 eV.

Structure (ORCA input):
```
! wB97M-V def2-TZVPD RIJCOSX def2/J DEFGRID3
* xyz 0 1
C -1.89048 -0.01056 0.79477
C -0.43321 -0.11926 0.27885
C 0.67655 -0.37732 1.08214
C 1.75800 -0.45266 0.10393
C 1.65093 0.85230 -0.72732
C 0.34542 0.05689 -1.07155
H -3.17624 0.15607 -0.90880
H -2.05318 -0.83030 1.57542
H -2.05653 0.91314 1.25457
H 0.78729 -0.61700 2.12177
H 2.70115 -0.81471 0.45640
H 1.40783 1.79180 -0.17388
H 2.29821 0.92309 -1.57591
H -0.21257 0.01633 -2.01685
O -2.99713 -0.36573 -0.14020
O 1.19397 -1.12209 -1.05334
*
```

No. 11
Molecular formula: C10H12INOS
Method: DFT, wB97M-V/def2-TZVPD

As for the SMILES: N[S@](=O)(Cc1ccccc1I)=C1CC1. The value obtained for the strongest force on any atom is 4.33 eV/A. The calculation puts the energy above the lowest of the compared OMol25 structures with the same formula, charge and spin at 1.973 eV. The calculation puts the HOMO-LUMO gap at 8.0 eV. Its calculated total energy is -33031.2071 eV.

Structure (ORCA input):
```
! wB97M-V def2-TZVPD RIJCOSX def2/J DEFGRID3
* xyz 0 1
C 0.33720 -2.66566 0.19722
C 1.59310 -3.10343 0.63446
C 0.29143 -1.39341 -0.34671
C 2.70601 -2.25731 0.54628
C 1.36902 -0.49129 -0.25699
C 2.59241 -1.01400 -0.01290
C -2.40716 1.79020 0.38918
C -2.77283 0.50577 1.02261
C -3.11003 0.75198 -0.45051
C 1.17833 0.92137 -0.89473
N -0.04886 3.18165 -0.46907
O 0.21143 1.72287 1.45541
S -0.29735 1.57161 0.10289
I 4.43165 0.15554 -0.27060
H -0.52808 -3.39956 0.21890
H 1.64176 -4.06679 1.07090
H -0.52080 -1.00147 -0.86450
H 3.73404 -2.68638 0.75917
H -1.88900 -0.11710 1.15205
H -3.60936 0.59649 1.78498
H -4.19544 1.06621 -0.72129
H -2.83065 0.13798 -1.24424
H 0.99294 0.71056 -1.91503
H 2.00309 1.67061 -0.95427
H -0.72837 3.46585 -1.21411
H -0.14450 3.94770 0.28089
*
```

No. 12
Molecular formula: C6H30O12
Method: DFT, wB97M-V/def2-TZVPD

The value obtained for the strongest force on any atom is 2.60 eV/A. The calculation puts the HOMO-LUMO gap (spin up / spin down) at 6.6 / 2.6 eV. Its calculated total energy is -31268.5148 eV.

Structure (ORCA input):
```
! wB97M-V def2-TZVPD RIJCOSX def2/J DEFGRID3
* xyz 1 2
O -0.99773 -2.08229 1.39519
C -1.55797 -2.20597 0.32548
O -2.84286 -2.50732 0.21226
C -0.80430 -2.38442 -0.96970
C 0.31626 -1.33839 -1.15271
C 1.49440 -1.68326 -2.14843
C 2.69088 -0.27424 -3.88006
C 2.33561 -0.58125 -2.58647
H -2.74714 0.62328 2.77490
H -0.29017 -3.33230 -0.81076
H -1.45567 -2.46113 -1.80932
H -0.08064 -0.31815 -1.42556
H 0.71508 -1.15880 -0.15503
H 2.11006 -2.43948 -1.57331
H 0.95381 -2.20988 -2.93274
H 3.36641 0.53123 -4.17832
H 2.34151 -0.80486 -4.78823
H 2.50693 0.16746 -1.79764
H -1.15472 2.22828 3.28682
H -0.71769 1.92524 4.70691
O -1.41902 1.76318 4.07582
H -0.16802 3.12168 -0.64965
H 1.18663 3.07820 -0.00410
O 0.58213 3.69268 -0.45142
H -2.09895 -0.78291 2.26479
H -3.29213 -2.12899 0.99147
O -2.74217 -0.08489 2.11710
H 3.67734 -2.05569 2.00613
H 4.21204 -2.81625 0.75912
O 3.48429 -2.28602 1.09412
H -2.93682 1.43913 -1.47873
H -3.55098 2.80295 -1.19734
O -3.15792 2.03633 -0.75838
H 1.67507 0.76246 0.81962
H 2.82558 1.07031 -0.06234
O 2.07659 1.51343 0.34931
H 0.24044 -0.87628 2.15979
H 1.58101 -0.67088 2.80576
O 0.92239 -0.18607 2.29226
H 1.15213 1.34134 3.31309
H 0.90491 2.66202 2.71702
O 0.97222 2.26546 3.59738
H -3.34805 3.21295 1.60033
H -3.65189 1.82366 1.19611
O -3.61875 2.37185 1.98217
H 0.21279 -0.90028 -4.41449
H -1.36477 -1.10613 -4.64157
O -0.53814 -0.75699 -4.97664
*
```